[1]
A molecular structure, C14H20BMoN3, computed with the ωB97M-V functional and the def2-TZVPD basis.

Geometry as XYZ:
```
39
Properties=species:S:1:pos:R:3
C 1.68751 2.25733 -1.81308
C 2.85833 1.41733 -2.32302
H 0.89351 2.27340 -2.55030
H 2.11226 3.25671 -1.79244
H 1.38209 2.16196 -0.75225
H 2.56125 0.47573 -2.75712
H 3.34461 1.99500 -3.13298
H 3.63730 1.28700 -1.59877
C -2.25553 1.45943 -0.65107
C -3.64502 1.39096 -0.48873
C -4.26354 0.14338 -0.23745
C -3.42892 -0.95500 -0.19813
H -1.78171 2.42097 -0.83748
H -4.26158 2.28338 -0.56561
H -5.34481 0.04190 -0.12319
H -3.84753 -1.94799 -0.10295
N -1.42753 0.38263 -0.55878
C -2.02262 -0.82181 -0.31054
C -1.12346 -1.92202 -0.10963
N 0.21993 -1.62912 -0.12033
C 1.03990 -2.69934 0.14739
C -0.77626 -4.26648 0.49780
C 0.58360 -3.94659 0.54875
H 2.08362 -2.51167 0.12597
H 1.33105 -4.67501 0.93349
C -1.60782 -3.23519 0.10041
H -2.67027 -3.44764 -0.03813
H -1.15759 -5.25977 0.79210
Mo 0.92202 0.41042 -0.38940
C 2.82508 -0.30380 0.15399
H 3.01901 -0.89706 -0.74668
H 2.89383 -0.97638 1.01908
H 3.64089 0.42683 0.20818
B 0.36575 2.84573 3.38896
C 0.48781 2.10389 2.12195
N 0.66488 1.48961 1.13865
H 1.43398 3.42722 3.48682
H 0.22815 1.94125 4.22228
H -0.60217 3.60280 3.31223
```

Values from the calculation:
**E_tot**: -802.04205 Eh
**2S+1**: 3
**Gap between HOMO and LUMO (alpha / beta)**: 5.741 / 6.627 eV
**Net charge**: +2
**LUMO (alpha / beta)**: -10.26 / -9.38 eV
**ΔE to the lowest compared entry with this formula, charge and spin**: 0.0 kJ/mol
**HOMO level (alpha / beta)**: -0.5881 / -0.5883 Ha


[2]
6 unconnected molecules or ions with the total composition C14H20Cl4F3NO11, computed with the ωB97M-V functional and the def2-TZVPD basis.

Geometry as XYZ:
```
53
Properties=species:S:1:pos:R:3
C 33.81235 -38.00071 18.69066
N 33.51953 -37.55551 17.28446
O 34.04200 -38.23479 16.40479
O 32.87077 -36.51642 17.10603
H 34.87331 -38.25021 18.70566
H 33.29897 -38.93715 18.90886
H 33.63816 -37.19702 19.40609
C 37.38360 -34.99250 22.41102
C 36.04354 -34.29273 22.17686
O 35.19237 -35.38991 21.94125
C 35.87547 -36.45915 21.54939
O 35.45697 -37.45650 21.10059
O 37.15966 -36.19049 21.72518
F 36.24459 -33.67349 21.00184
H 37.47670 -35.29007 23.45547
H 38.21152 -34.45358 21.95034
H 35.74917 -33.52274 22.89000
C 30.53070 -36.59856 14.40722
C 29.87569 -37.53347 13.47185
O 28.56346 -36.98530 13.34828
C 28.60608 -35.72902 13.64443
O 27.72855 -34.91025 13.46438
O 29.67354 -35.44883 14.30047
F 29.85372 -38.80131 13.92876
H 31.52224 -36.26444 14.10178
H 30.45115 -36.91116 15.44840
H 30.34794 -37.52322 12.48952
C 32.75382 -32.57489 17.08983
C 31.25859 -32.62481 16.84771
O 30.81521 -31.30350 17.15994
C 31.67558 -30.79800 18.03744
O 31.47101 -29.74584 18.59633
O 32.75169 -31.66903 18.15613
F 30.69613 -33.54119 17.66181
H 33.29826 -32.25534 16.20125
H 33.04234 -33.55496 17.46972
H 30.99550 -32.94527 15.83964
Cl 38.12291 -41.42675 19.62585
C 37.34568 -40.68834 18.20174
C 36.09489 -41.29243 17.81418
Cl 34.99271 -40.99618 19.16985
H 38.05901 -40.67296 17.37771
H 37.34112 -39.64355 18.51240
H 36.08302 -42.37973 17.73853
H 35.72941 -40.90404 16.86356
Cl 28.83893 -42.23803 18.85973
C 30.40221 -41.51629 19.19978
C 31.00179 -40.93782 17.83172
Cl 30.44833 -39.31170 17.46220
H 31.02350 -42.34797 19.53209
H 30.12292 -40.76420 19.93765
H 30.74232 -41.48426 16.92498
H 32.07579 -41.12043 17.86741
```

Values from the calculation:
**E_tot**: -3568.13866 Eh
**2S+1**: 2
**Gap between HOMO and LUMO (alpha / beta)**: 3.001 / 6.879 eV
**Net charge**: -1
**LUMO (alpha / beta)**: 2.22 / 2.22 eV
**HOMO level (alpha / beta)**: -0.0285 / -0.1713 Ha


[3]
A gas-phase ion, C14H20N (charge +1), computed with the ωB97M-V functional and the def2-TZVPD basis.

Geometry as XYZ:
```
35
Properties=species:S:1:pos:R:3
C 1.17220 -1.71332 -0.01351
C -0.28380 -1.53759 -0.06917
N -0.98915 -0.42230 -0.10559
C -0.55646 0.92270 -0.38429
C -1.52803 1.90961 0.28134
C -0.62137 1.17074 -1.89249
C 0.84477 1.08836 0.18490
C 1.98626 1.15977 -0.62707
C 3.25681 1.08179 -0.03996
C 3.38049 1.06446 1.35341
C 2.23920 1.16178 2.16160
C 0.97125 1.18288 1.57306
C -2.43657 -0.66589 -0.21221
C -2.57187 -2.18100 -0.19969
C -1.15244 -2.74411 -0.14617
H 1.37820 -2.78806 0.04155
H 1.68511 -1.34408 -0.90692
H 1.63280 -1.26052 0.86730
H -2.04791 1.47805 1.13953
H -0.97858 2.79156 0.62401
H -2.26757 2.26409 -0.44915
H 0.08493 0.55720 -2.46321
H -1.63692 0.96292 -2.24593
H -0.39422 2.22802 -2.06307
H 1.89659 1.22185 -1.71271
H 4.14571 1.02719 -0.67857
H 4.36880 0.99917 1.82174
H 2.31544 1.22894 3.25177
H 0.06945 1.27615 2.18826
H -2.96715 -0.19889 0.63206
H -2.83827 -0.22178 -1.13692
H -3.15933 -2.49095 0.66553
H -3.10296 -2.48946 -1.10244
H -0.91877 -3.31933 -1.05216
H -0.97663 -3.39993 0.71520
```

Values from the calculation:
**E_tot**: -599.99067 Eh
**2S+1**: 1
**Gap between HOMO and LUMO**: 9.035 eV
**Net charge**: +1
**LUMO**: -3.60 eV
**ΔE to the lowest compared entry with this formula, charge and spin**: 0.0 kJ/mol
**HOMO level**: -0.4642 Ha


[4]
2 unconnected molecules or ions with the total composition C14H20N2O, computed with the ωB97M-V functional and the def2-TZVPD basis.

Geometry as XYZ:
```
37
Properties=species:S:1:pos:R:3
C -1.91897 -0.49562 2.66857
C -0.84788 -0.99112 1.77799
C 0.42767 -0.53915 1.84870
N 1.22213 -1.16384 0.94038
C 0.42662 -1.95263 0.16501
C 0.73440 -2.47987 -1.10429
C -0.27952 -3.22882 -1.69972
C -1.52395 -3.36044 -1.06300
C -1.92397 -2.56599 0.00936
C -0.87216 -1.89478 0.68115
H -1.49398 -0.12100 3.61317
H -2.48992 -1.31688 3.05795
H -2.55156 0.24338 2.22664
H 0.77338 0.11020 2.65182
H 2.17020 -0.99151 0.71346
H 1.67534 -2.20392 -1.55288
H -0.16873 -3.69865 -2.65265
H -2.22903 -4.07026 -1.49406
H -2.93836 -2.60580 0.37166
C -0.80508 0.66588 -1.03262
C -0.58660 2.07953 -1.56199
N 0.30080 2.96125 -0.76965
C -0.29230 3.42084 0.52320
C 1.54719 2.36704 -0.51695
C 2.66129 3.39852 -0.44806
O 1.80685 1.18905 -0.51164
H -0.89668 0.02320 -1.86015
H -1.68873 0.68892 -0.40061
H 0.07382 0.20126 -0.61424
H -0.07516 2.08937 -2.52726
H -1.48888 2.67985 -1.71186
H -0.48626 2.62382 1.23365
H 0.38381 4.16356 0.88341
H -1.22097 3.93378 0.28569
H 2.74903 4.19362 -1.18912
H 2.52176 3.94620 0.49376
H 3.62250 2.92725 -0.23961
```

Values from the calculation:
**E_tot**: -730.17840 Eh
**2S+1**: 1
**Gap between HOMO and LUMO**: 8.427 eV
**Net charge**: 0
**LUMO**: 0.80 eV
**ΔE to the lowest compared entry with this formula, charge and spin**: 195.7 kJ/mol
**HOMO level**: -0.2802 Ha


[5]
A single C14H20N2O3S molecule, computed with the ωB97M-V functional and the def2-TZVPD basis.

Geometry as XYZ:
```
40
Properties=species:S:1:pos:R:3
C -1.33356 -2.87377 0.55364
C -2.15090 -1.73649 0.21534
C -3.44255 -1.77268 -0.19138
C -4.38158 -0.74521 -0.41450
O -5.57445 -0.86614 -0.87402
N -3.80402 0.41569 -0.12831
C -2.54529 0.41799 0.36207
S -1.80001 2.16486 0.29836
C -0.01345 1.66188 0.87182
C 0.88218 2.03205 -0.25898
C 0.87193 0.63308 -1.20384
O 1.61905 -0.32830 -0.61441
C 2.76197 0.20966 -0.16941
C 4.01985 0.59507 -0.89186
C 4.58849 -0.88540 -1.32238
C 4.86104 -1.60266 0.24339
C 3.70785 -1.87128 1.01809
C 3.02615 -0.39373 1.33144
O 2.15141 1.80506 0.11361
N -1.75640 -0.48178 0.28108
H -0.41633 -2.64223 0.28907
H -1.25250 -2.94730 1.55804
H -1.90644 -3.66778 0.16031
H -4.02292 -2.82494 -0.48648
H -4.23145 1.56097 -0.28642
H -0.11419 0.55448 1.22514
H 0.20004 2.32793 1.68143
H 0.87219 2.85377 -0.73402
H 1.18867 1.09653 -2.32235
H -0.18986 0.21236 -1.46806
H 3.74425 0.81246 -1.86966
H 4.74604 1.30711 -0.43371
H 5.49355 -0.59332 -2.04943
H 3.95664 -1.44553 -1.75822
H 5.67287 -0.87544 0.71979
H 5.28975 -2.50679 0.08859
H 3.85626 -2.21200 1.81838
H 2.82069 -2.21683 0.58335
H 2.24824 -0.33783 1.76412
H 3.72825 0.32936 1.93345
```

Values from the calculation:
**E_tot**: -1278.48129 Eh
**2S+1**: 1
**Gap between HOMO and LUMO**: 9.103 eV
**Net charge**: 0
**LUMO**: 0.34 eV
**ΔE to the lowest compared entry with this formula, charge and spin**: 1223.7 kJ/mol
**HOMO level**: -0.3220 Ha


[6]
A molecular structure, C14H20N2O4, computed with the ωB97M-V functional and the def2-TZVPD basis.

Geometry as XYZ:
```
40
Properties=species:S:1:pos:R:3
C -0.35717 -0.49718 0.06555
C 0.34819 0.71562 -0.46706
C -1.66763 -0.83742 -0.68107
C -2.45108 -2.10686 -0.22208
C -2.00820 -3.41315 -0.48639
C -3.32082 -1.89013 0.89986
C -2.39656 -4.55875 0.28834
C -3.88966 -3.01814 1.47381
C -3.41444 -4.37118 1.15831
C 1.82253 2.70689 0.00265
C 0.81833 3.28734 -0.96296
C 3.10216 2.33455 -0.66884
C 4.02087 3.59506 -1.08816
C 3.77061 1.42447 0.28722
H -1.77209 -0.28907 1.82101
H -0.08306 -1.34503 2.12569
H 0.39745 -1.14880 -0.41851
H -2.51258 -0.05268 -0.58155
H -1.56955 -0.72014 -1.82382
H -1.45505 -3.31609 -1.58427
H -3.52606 -0.79436 0.88091
H -1.96124 -5.52865 0.07678
H -4.47983 -3.00318 2.43587
H -4.41183 -6.24237 1.05692
H 0.89553 1.34653 1.47624
H 1.79406 3.47306 0.89534
H 2.88231 1.60403 -1.54740
H 3.36415 4.15703 -1.74392
H 4.48342 4.27443 -0.38802
H 4.78853 3.14114 -1.90106
H 4.84881 2.15493 0.97477
H 4.35500 0.38284 -0.64798
H 3.16711 0.50682 1.14792
H -0.86088 3.70096 -1.29651
N -0.42538 -0.35356 1.60233
N 0.97479 1.61372 0.40196
O 0.29966 0.93415 -1.65107
O -4.31863 -5.31145 1.50773
O 1.21229 4.18373 -1.85712
O -0.46408 3.26087 -0.56142
```

Values from the calculation:
**E_tot**: -955.58596 Eh
**2S+1**: 1
**Gap between HOMO and LUMO**: 9.005 eV
**Net charge**: 0
**LUMO**: 0.41 eV
**ΔE to the lowest compared entry with this formula, charge and spin**: 1142.6 kJ/mol
**HOMO level**: -0.3159 Ha